This record from the OMol25 dataset describes C11H15MoN3O5 as an isolated structure. The level of theory is ωB97M-V/def2-TZVPD.

The HOMO energy is -22.50 eV. The energy above the lowest of the compared OMol25 structures with the same formula, charge and spin comes out at 0.0 kcal/mol. Its charge is +4. The value obtained for the LUMO energy is -14.8408 eV. The calculation puts the total energy at -28167.3574 eV. As for the orbital gap: 0.2813 hartree.

Each line ends with the natural charge from an NBO analysis.
Cartesian coordinates (Å):
Mo -0.910 0.011 -0.582  1.98
O -1.440 0.049 0.983  -0.45
O -1.052 -0.573 4.257  -0.12
O 0.893 -4.540 0.442  -0.13
O -0.641 -1.585 -0.923  -0.43
O 1.123 0.531 -0.298  -0.75
N -2.868 0.143 -1.569  -0.80
N -1.230 1.637 -1.982  -0.59
N 1.486 -1.766 2.255  -0.40
C -1.354 3.542 -3.388  -0.19
C 2.294 -0.070 0.421  -0.08
C 2.102 -0.452 1.880  -0.28
C 2.314 -2.925 1.897  -0.40
C -0.650 2.732 -2.522  0.09
C 1.530 -3.877 1.058  0.95
C -2.674 3.228 -3.704  -0.02
C -2.509 1.355 -2.302  0.33
C -0.114 -1.099 3.996  0.96
C 1.154 -1.802 3.689  -0.40
C -3.282 2.099 -3.146  -0.21
H 0.963 -2.822 4.052  0.33
H -3.093 -0.641 -2.190  0.47
H -4.308 1.831 -3.369  0.30
H 3.208 -2.673 1.311  0.33
H -0.875 4.415 -3.812  0.30
H 2.681 -0.864 -0.218  0.23
H 1.478 1.234 -0.867  0.56
H 0.374 2.957 -2.254  0.23
H 3.025 0.739 0.441  0.27
H 2.689 -3.526 2.738  0.33
H 1.560 0.342 2.399  0.25
H -3.235 3.860 -4.383  0.29
H 3.128 -0.416 2.276  0.26
H 1.905 -1.355 4.364  0.33
H -3.673 0.277 -0.950  0.47


This record from the OMol25 dataset describes C6H10N2O as an isolated structure in a non-equilibrium geometry. The level of theory is ωB97M-V/def2-TZVPD.

The HOMO energy is -9.08 eV. The energy above the lowest of the compared OMol25 structures with the same formula, charge and spin comes out at 106.0 kcal/mol. Its charge is 0. The value obtained for the LUMO energy is 0.7059 eV. The calculation puts the total energy at -11407.4927 eV. As for the orbital gap: 0.3598 hartree.

Each line ends with the natural charge from an NBO analysis.
Cartesian coordinates (Å):
O 2.947 -1.098 0.539  -0.73
N -0.584 -1.340 -0.133  -0.30
N 0.597 -0.576 -0.152  -0.23
C -1.544 -0.403 0.063  0.17
C -1.029 0.962 0.093  -0.35
C 0.310 0.737 -0.148  0.15
C 1.450 1.707 0.001  -0.70
C -3.103 -0.710 0.199  -0.67
C 1.847 -1.070 -0.514  0.07
H 1.217 2.332 1.209  0.24
H -3.475 -1.836 0.219  0.25
H -3.821 -0.057 1.008  0.24
H -3.446 -0.185 -0.824  0.22
H 2.664 -1.634 1.225  0.47
H 2.020 -0.185 -1.201  0.21
H 1.578 2.538 -0.963  0.25
H 2.423 1.060 0.331  0.27
H -1.689 1.829 -0.008  0.24
H 1.637 -2.071 -0.943  0.21


This record from the OMol25 dataset describes the molecule C5H11NO2S. The level of theory is ωB97M-V/def2-TZVPD.

The HOMO energy is -8.69 eV. The SMILES is CC[C@@H](C)N(S)C(=O)O. The energy above the lowest of the compared OMol25 structures with the same formula, charge and spin comes out at 18.1 kcal/mol. Its charge is 0. The value obtained for the LUMO energy is 0.6412 eV. The calculation puts the total energy at -21783.4998 eV. As for the orbital gap: 0.3430 hartree.

Each line ends with the natural charge from an NBO analysis.
Cartesian coordinates (Å):
S -1.734 0.390 -2.040  0.19
O -0.546 1.539 1.394  -0.63
O -2.432 1.715 0.177  -0.69
N -0.642 0.564 -0.683  -0.59
C 1.390 -0.406 0.415  -0.40
C -1.169 1.278 0.384  0.88
C 2.167 0.794 -0.153  -0.62
C -0.833 -1.640 0.539  -0.64
C 0.054 -0.681 -0.283  -0.03
H 2.161 1.610 0.557  0.22
H -1.009 -2.554 -0.018  0.22
H -1.806 -1.217 0.770  0.22
H 1.784 1.110 -1.116  0.21
H 3.208 0.513 -0.297  0.20
H -2.632 2.285 0.928  0.51
H -0.325 -1.890 1.464  0.22
H -1.148 -0.673 -2.606  0.11
H 1.211 -0.248 1.472  0.22
H 0.305 -1.187 -1.210  0.19
H 1.997 -1.302 0.305  0.20


This record from the OMol25 dataset describes the molecule C6H9NO2 in a non-equilibrium geometry. The level of theory is ωB97M-V/def2-TZVPD.

The HOMO energy is -9.16 eV. The SMILES is C[C@@]1(O)N=CCCC1=O. The energy above the lowest of the compared OMol25 structures with the same formula, charge and spin comes out at 46.4 kcal/mol. Its charge is 0. The value obtained for the LUMO energy is 0.6042 eV. The calculation puts the total energy at -11951.3075 eV. As for the orbital gap: 0.3588 hartree.

Each line ends with the natural charge from an NBO analysis.
Cartesian coordinates (Å):
O 2.328 -0.008 0.572  -0.51
O -0.138 0.842 -1.466  -0.73
N -0.775 -1.160 -0.177  -0.43
C 1.276 -1.075 -1.659  -0.64
C -1.142 0.922 1.079  -0.50
C 0.363 1.010 1.437  -0.50
C -1.375 -0.512 0.729  0.13
C 1.176 0.226 0.451  0.60
C 0.351 -0.293 -0.836  0.26
H 0.442 0.379 2.253  0.23
H 0.589 2.030 1.508  0.24
H 0.746 -1.147 -2.636  0.20
H 2.242 -0.515 -1.721  0.24
H -1.955 -1.218 1.415  0.19
H 1.470 -2.148 -1.276  0.24
H -1.281 1.465 0.158  0.26
H -1.651 1.342 1.984  0.23
H -0.689 0.614 -2.275  0.49


This record from the OMol25 dataset describes CN4S2 as an isolated structure in a non-equilibrium geometry. The level of theory is ωB97M-V/def2-TZVPD.

The HOMO energy is -9.24 eV. The energy above the lowest of the compared OMol25 structures with the same formula, charge and spin comes out at 70.5 kcal/mol. Its charge is 0. The value obtained for the LUMO energy is -1.9935 eV. The calculation puts the total energy at -28661.5356 eV. As for the orbital gap: 0.2662 hartree.

Each line ends with the natural charge from an NBO analysis.
Cartesian coordinates (Å):
S -0.248 -2.006 0.763  0.22
S 1.584 -1.258 -0.196  0.43
N -1.391 0.558 0.021  -0.26
N -0.659 1.557 -0.505  -0.09
N 0.554 1.267 -0.613  0.03
N 0.954 0.276 -0.007  -0.48
C -0.794 -0.393 0.538  0.14


This record from the OMol25 dataset describes C2H6O3Pr as an isolated structure in a non-equilibrium geometry. The level of theory is ωB97M-V/def2-TZVPD.

The HOMO energy (alpha / beta) is -6.14 / -7.77 eV. Its expectation value of S² is 3.75. Its spin multiplicity is 4. Its charge is 0. The value obtained for the LUMO energy (alpha / beta) is -0.6437 / -0.9950 eV. The calculation puts the total energy at -22379.4182 eV. As for the orbital gap (alpha / beta): 0.2019 / 0.2489 hartree.

Each line ends with the Mulliken spin population.
Cartesian coordinates (Å):
Pr 1.910 -2.304 1.190  3.05
O 3.437 -0.634 1.594  -0.02
O 1.818 -0.311 0.016  -0.02
O -1.027 1.440 -1.283  0.00
C -1.726 1.887 -0.154  0.00
C 2.941 0.265 0.660  -0.01
H 2.655 1.226 1.154  0.00
H 3.717 0.512 -0.104  0.00
H -2.617 2.484 -0.425  0.00
H -1.063 2.522 0.450  0.00
H -1.587 0.724 -1.729  0.00
H -2.067 1.050 0.483  0.00


This record from the OMol25 dataset describes a 2-piece molecular cluster, C5H14 overall in a non-equilibrium geometry. The level of theory is ωB97M-V/def2-TZVPD.

The HOMO energy is -11.06 eV. The SMILES is CCC.CC. The energy above the lowest of the compared OMol25 structures with the same formula, charge and spin comes out at 9.4 kcal/mol. Its charge is 0. The value obtained for the LUMO energy is 1.1323 eV. The calculation puts the total energy at -5411.6427 eV. As for the orbital gap: 0.4481 hartree.

Each line ends with the natural charge from an NBO analysis.
Cartesian coordinates (Å):
C 1.698 2.058 -0.415  -0.60
C -2.360 -1.701 -0.485  -0.61
C -1.045 -1.126 0.036  -0.42
C 1.345 2.666 0.926  -0.60
C 0.140 -2.091 -0.125  -0.61
H -0.106 -2.811 -0.902  0.20
H 0.617 3.456 0.814  0.20
H 0.979 1.884 1.603  0.20
H -3.059 -1.983 0.301  0.21
H -0.787 -0.137 -0.297  0.20
H 2.307 1.166 -0.284  0.20
H 0.240 -2.727 0.768  0.20
H 2.205 2.807 -1.017  0.20
H 1.133 -1.669 -0.266  0.21
H -2.211 -2.602 -1.087  0.20
H -1.239 -0.951 1.104  0.20
H -2.897 -1.020 -1.157  0.21
H 2.218 3.065 1.452  0.20
H 0.822 1.716 -0.971  0.20


This record from the OMol25 dataset describes C4H8NO as an isolated structure in a non-equilibrium geometry. The level of theory is ωB97M-V/def2-TZVPD.

The HOMO energy is -13.73 eV. The energy above the lowest of the compared OMol25 structures with the same formula, charge and spin comes out at 59.8 kcal/mol. Its charge is +1. The value obtained for the LUMO energy is -4.8140 eV. The calculation puts the total energy at -7805.5103 eV. As for the orbital gap: 0.3277 hartree.

Each line ends with the natural charge from an NBO analysis.
Cartesian coordinates (Å):
O -0.563 -1.572 0.512  -0.63
N 0.890 0.088 -0.140  -0.29
C 1.903 -0.520 -0.625  0.06
C -1.596 0.406 -0.523  -0.69
C -0.450 -0.328 0.068  0.57
C 0.715 0.920 0.975  -0.27
H 0.224 1.868 0.854  0.24
H 1.366 0.774 1.820  0.24
H 2.902 -0.190 -0.382  0.23
H -2.452 0.423 0.153  0.26
H 1.762 -1.372 -1.272  0.23
H -1.459 -1.806 0.792  0.53
H -1.336 1.426 -0.795  0.26
H -1.906 -0.117 -1.436  0.26


This record from the OMol25 dataset describes the molecule C3H7NO2 in a non-equilibrium geometry. The level of theory is ωB97M-V/def2-TZVPD.

The HOMO energy is -9.56 eV. The SMILES is CNCC(=O)O. The energy above the lowest of the compared OMol25 structures with the same formula, charge and spin comes out at 34.8 kcal/mol. Its charge is 0. The value obtained for the LUMO energy is 0.7069 eV. The calculation puts the total energy at -8809.0177 eV. As for the orbital gap: 0.3772 hartree.

Each line ends with the natural charge from an NBO analysis.
Cartesian coordinates (Å):
O -1.358 2.047 -0.825  -0.56
O -2.031 -0.042 -0.109  -0.68
N 0.727 -0.656 -0.266  -0.66
C 0.585 -0.725 1.184  -0.42
C -1.118 0.895 -0.598  0.77
C 0.320 0.529 -0.873  -0.34
H 0.839 1.433 -0.518  0.20
H 0.729 0.255 1.629  0.18
H -1.538 -0.897 -0.204  0.49
H 0.322 0.510 -1.984  0.24
H 1.726 -0.948 -0.480  0.38
H -0.486 -0.979 1.368  0.19
H 1.283 -1.422 1.675  0.21


Among the records above, which one has the highest total energy? C5H14